ORCA calculation (the ωB97M-V functional and the def2-TZVPD basis) on a molecular structure, C25H46P2W at a distorted geometry.

```
! wB97M-V def2-TZVPD RIJCOSX def2/J DEFGRID3
* xyz 2 3
W 0.23712 0.18149 -0.68968
C 0.57264 -0.00310 1.47336
C 1.71730 0.58727 0.82826
C -0.12440 1.96610 0.45435
C -0.56689 0.83354 1.22650
C 1.29135 1.83091 0.22718
C 0.58556 -1.14153 2.42516
H 1.47964 -1.75806 2.32289
H -0.29669 -1.77979 2.29531
H 0.56259 -0.76467 3.45731
C -1.93049 0.50877 1.72929
H -2.31838 -0.43895 1.30085
H -2.63580 1.31810 1.51395
H -1.90838 0.34023 2.81816
C -0.96099 3.13405 0.05044
H -0.95503 3.93557 0.80574
H -2.00376 2.82749 -0.11058
H -0.58073 3.56262 -0.88323
C 2.18972 2.86046 -0.36761
H 2.49129 3.60325 0.38600
H 1.68826 3.39193 -1.17806
H 3.10186 2.40439 -0.75823
C 3.11929 0.09017 0.90917
H 3.64504 0.55634 1.75132
H 3.67543 0.32767 -0.00484
H 3.15127 -0.99645 1.05374
C -1.09691 -1.64452 -1.20402
C 0.06164 -2.15180 -0.55269
C 1.31715 -2.62927 -1.20957
C 1.73897 -1.87554 -2.49513
C 1.65264 -0.37920 -2.43101
C 0.53384 0.36798 -2.91054
C -0.81090 -0.16644 -3.27612
C -1.25374 -1.53712 -2.69197
H 1.22213 -3.71234 -1.43410
H 1.16306 -2.25768 -3.33533
H 2.13980 -2.57768 -0.47927
H -0.76813 -2.39744 -3.18505
H -2.00149 -1.68032 -0.58948
H -0.15357 -2.60998 0.40502
H -2.32441 -1.67767 -2.92773
H -1.59484 0.55558 -3.01465
H 0.73296 1.39523 -3.22672
H -0.87179 -0.18730 -4.39925
H 2.77513 -2.15410 -2.73431
H 2.59100 0.17995 -2.40695
P -0.85461 -1.05540 -6.20198
P -0.65274 1.93010 -7.31242
C -0.94613 -0.78887 -8.04996
C -1.46875 0.61484 -8.36129
H -1.60878 -1.57044 -8.45161
H 0.06446 -0.94123 -8.45511
H -1.32456 0.85714 -9.43249
H -2.55273 0.68093 -8.13515
C -1.50799 3.28032 -8.23300
H -1.18627 4.24619 -7.82387
H -2.59197 3.18680 -8.07697
H -1.28553 3.23109 -9.31104
C 0.96468 2.02969 -8.21774
H 0.83297 2.01668 -9.30902
H 1.61322 1.20197 -7.90904
H 1.45629 2.96228 -7.91110
C -2.47352 -1.83650 -5.84291
H -2.54605 -2.04306 -4.76846
H -2.55809 -2.77469 -6.40743
H -3.29042 -1.15092 -6.10741
C 0.33528 -2.43119 -6.08465
H 1.28995 -2.09831 -6.51229
H -0.04922 -3.29908 -6.63313
H 0.49479 -2.69222 -5.03225
C -2.11200 -2.84330 1.71586
H -2.29399 -2.50720 2.73664
H -2.99072 -2.87422 1.06108
H -1.45570 -3.71436 1.62316
*
```

## Properties
relative energy (zero: lowest compared OMol25 entry of this formula, charge and spin): 0.0 kcal/mol
gap between HOMO and LUMO (spin up / spin down): 6.09 / 4.01 eV
max |F|: 0.1326 Eh/bohr